1.
C24H45Br2FIN5O3S2 | the ωB97M-V functional and the def2-TZVPD basis

```
83
Properties=species:S:1:pos:R:3:forces:R:3:mulliken_charge:R:1
C -3.88655 3.84232 0.49156 -0.135 -0.080 -0.056 -0.92
C -2.57638 4.49895 0.91474 -0.192 -0.122 0.101 -0.70
C -1.42440 4.23234 -0.05862 -0.220 0.045 0.165 -0.83
C -0.85548 2.84158 0.17355 -0.175 0.330 0.547 0.38
O -0.32602 2.36462 -1.08163 -0.264 -0.337 0.002 -0.23
N -0.15314 0.96237 -1.21544 0.730 0.632 -0.388 2.42
C -1.23228 0.52829 -2.17333 -1.004 0.287 0.594 -2.49
N -2.54256 0.85265 -1.66392 0.186 0.034 -0.348 -0.22
C -0.07659 0.22745 0.07327 -0.042 -1.590 0.744 -0.72
C -1.29340 -0.54975 0.57706 -0.683 0.659 0.074 0.54
C -1.10056 -1.00971 2.03490 0.367 -0.392 -0.177 -1.98
C -0.78860 -2.51409 2.15878 -0.274 0.394 0.317 0.08
C -2.05729 -3.33832 2.42118 0.189 0.096 -0.069 -1.16
C -2.05721 -4.73177 1.79755 -0.084 0.226 0.162 -1.03
C -1.62465 -4.77592 0.33167 -0.153 -0.077 0.237 -0.98
C -2.25868 -3.69080 -0.55138 0.172 -0.375 -0.407 0.85
S -3.11244 -4.46100 -1.96307 -0.027 -0.204 0.130 -0.26
C -3.05740 -3.17510 -3.11351 -0.022 -0.035 0.172 0.51
N -3.42149 -3.24164 -4.34123 -0.060 -0.180 -0.115 -0.45
N -3.21140 -1.97685 -4.87685 -0.159 -0.232 -0.333 -0.42
C -2.74115 -1.26624 -3.93696 -0.143 0.447 -0.814 -0.14
O -2.60554 -1.92718 -2.76623 -0.147 -0.338 0.162 -0.07
C 1.09036 -0.70016 -0.08636 0.008 0.440 0.149 -0.85
F 0.74027 -1.77370 -0.90092 -0.097 -0.064 -0.124 -0.64
C 2.21131 0.13122 -0.75617 -0.507 -1.087 -0.007 2.28
C 2.73376 1.23093 0.19386 0.054 0.101 0.399 -1.59
C 2.58790 0.98840 1.71054 -0.091 0.167 0.080 0.08
C 3.75795 1.43701 2.59491 -0.168 -0.009 0.299 -0.57
N 3.26234 2.21211 3.72489 0.449 0.402 -0.296 -0.43
C 3.29133 -0.92752 -1.15949 0.519 0.296 -0.051 -1.84
Br 3.73398 -2.03567 0.40963 0.013 -0.059 0.084 0.00
C 4.68733 -0.53952 -1.72802 -0.236 -0.173 -0.075 0.11
C 4.89170 0.69364 -2.56833 0.180 0.238 -0.178 -1.43
Br 5.25375 -2.06936 -2.82987 0.050 -0.043 0.063 -0.10
C 1.35038 0.75281 -1.91629 0.465 0.698 -0.722 -1.56
S 1.97829 2.35701 -2.48861 0.114 -0.179 0.365 -0.13
I 1.28298 -0.46236 -3.73991 -0.003 -0.090 0.270 0.25
H -3.72365 2.87085 0.02386 0.062 -0.123 -0.007 0.10
H -4.55181 3.67789 1.33580 -0.012 0.040 0.106 0.32
H -4.43363 4.45700 -0.22153 0.056 0.053 -0.130 0.32
H -2.30989 4.14766 1.91277 0.159 0.019 0.063 0.41
H -2.73334 5.57084 1.00535 0.075 0.110 0.030 0.44
H -0.65764 4.98391 0.10564 0.184 0.027 -0.261 0.35
H -1.80218 4.30997 -1.07738 0.094 0.061 -0.142 0.36
H -0.07195 2.90292 0.92976 0.199 -0.082 -0.069 0.25
H -1.63577 2.19441 0.56070 -0.122 -0.226 -0.266 -0.12
H -1.04985 1.08756 -3.08287 0.410 -0.012 -0.086 0.85
H -1.13824 -0.53883 -2.32885 0.428 0.144 0.191 1.14
H -3.13444 0.03291 -1.66419 0.044 -0.038 0.298 0.19
H -2.99648 1.53629 -2.25198 0.021 0.239 0.121 0.37
H 0.22392 0.84708 0.91026 -0.027 0.729 -0.432 0.06
H -2.15784 0.10274 0.55385 -0.074 0.134 -0.082 1.01
H -1.53246 -1.38744 -0.07387 0.130 0.084 0.004 -1.28
H -2.01222 -0.78004 2.58006 -0.031 -0.015 0.155 0.76
H -0.31139 -0.44547 2.53548 0.023 0.200 -0.058 0.34
H -0.29351 -2.85323 1.24981 0.178 -0.005 0.014 -0.08
H -0.10304 -2.63794 2.99386 0.181 -0.219 -0.043 0.63
H -2.92571 -2.76852 2.08385 -0.082 -0.032 -0.119 0.44
H -2.18245 -3.43430 3.49828 -0.114 -0.009 0.080 0.50
H -1.38211 -5.36578 2.37110 0.015 -0.167 -0.014 0.37
H -3.05985 -5.14381 1.91270 -0.051 -0.140 -0.034 0.37
H -0.54279 -4.67340 0.28942 0.076 -0.039 -0.170 0.30
H -1.85243 -5.76651 -0.05734 0.029 -0.094 -0.087 0.59
H -1.47747 -3.08082 -0.99224 0.007 0.125 0.113 -0.95
H -2.96791 -3.07293 -0.01199 -0.029 0.074 0.035 0.61
H -2.47940 -0.22973 -4.04199 0.038 -0.081 0.203 0.57
H 1.33840 -1.09751 0.88520 0.204 -0.158 -0.029 1.07
H 2.21157 2.16515 -0.00967 -0.006 0.069 -0.119 0.27
H 3.77689 1.44093 -0.03038 0.109 -0.155 -0.135 1.05
H 1.72952 1.56661 2.05571 -0.129 -0.053 0.007 -0.22
H 2.36712 -0.04076 1.95903 0.073 -0.136 -0.008 -0.03
H 4.52950 1.97456 2.03732 -0.104 0.123 -0.237 0.39
H 4.24398 0.53904 2.98209 0.128 -0.079 -0.035 0.22
H 3.78034 3.06795 3.85639 0.120 -0.040 0.198 0.20
H 2.29005 2.47012 3.64792 -0.127 -0.198 0.320 0.32
H 2.85387 -1.66195 -1.81558 -0.227 0.060 -0.141 0.86
H 5.40384 -0.54007 -0.91625 0.032 0.089 0.096 0.51
H 5.94364 0.73557 -2.84388 0.061 -0.039 -0.013 0.52
H 4.32474 0.69106 -3.49165 -0.213 -0.042 -0.067 0.31
H 4.68205 1.60915 -2.02567 -0.142 0.085 0.159 0.30
H 1.23690 2.44102 -3.59606 -0.071 -0.084 -0.082 0.21
O 1.69452 1.50456 6.58659 -0.111 0.038 -0.408 -1.15
H 2.43819 1.60425 5.97860 -0.070 -0.058 0.126 0.19
```
Positions in Å, forces in eV/Å.

## Properties
strongest force on any atom: 1.8 eV Å⁻¹
total charge: 0
calculated total energy: -211775.2681 eV
orbital gap: 0.07950 Eh


2.
C45H39N5O4P2S2V | the ωB97M-V functional and the def2-TZVPD basis

```
98
Properties=species:S:1:pos:R:3:forces:R:3:mulliken_spin:R:1
V 0.24711 -0.16405 1.55049 -0.401 -0.026 -0.556 2.00
S -2.70946 1.79422 0.50867 0.004 0.013 0.027 0.00
P -1.73673 0.80539 -0.89997 0.070 -0.040 -0.021 -0.01
C -0.36869 -0.12983 -0.42579 0.233 -0.011 0.235 -0.10
P 0.94225 -0.49627 -1.48738 0.075 0.035 0.080 0.02
S 2.69480 0.41560 -1.12134 -0.006 0.013 -0.018 0.00
C 0.56358 -0.25923 -3.27147 -0.009 -0.011 0.000 -0.01
C -0.35192 -1.09356 -3.90794 0.003 0.048 -0.025 0.00
C -0.65382 -0.91626 -5.24980 -0.004 -0.018 0.003 0.00
C -0.02521 0.08689 -5.97468 0.003 0.004 -0.011 0.00
C 0.90728 0.90413 -5.35249 0.001 0.010 -0.003 0.00
C 1.20142 0.73174 -4.00788 -0.022 0.010 0.012 0.00
C 1.22790 -2.31334 -1.50280 -0.020 0.002 -0.013 -0.02
C 2.24595 -2.83792 -2.29515 -0.015 -0.021 0.003 0.00
C 2.47500 -4.20460 -2.32894 0.010 0.010 -0.007 0.00
C 1.68909 -5.06151 -1.56501 -0.007 -0.004 0.005 0.00
C 0.67865 -4.54290 -0.76928 0.001 -0.001 -0.015 0.00
C 0.44876 -3.17256 -0.74032 -0.008 0.001 0.004 0.02
C -1.25203 2.04094 -2.17018 -0.028 -0.021 0.000 0.00
C -0.25795 2.93275 -1.76374 0.009 0.009 -0.039 0.00
C 0.15227 3.95632 -2.60070 0.021 -0.028 0.016 0.00
C -0.41944 4.09994 -3.85956 -0.011 0.009 -0.012 0.00
C -1.39360 3.20635 -4.27606 0.004 0.003 -0.017 0.00
C -1.80745 2.17914 -3.43667 0.014 -0.028 0.032 0.00
C -2.99900 -0.25800 -1.70875 0.003 0.000 0.002 0.00
C -4.19458 0.29367 -2.17093 0.005 -0.005 -0.014 0.00
C -5.17912 -0.51369 -2.71646 0.004 0.019 0.001 0.00
C -4.99874 -1.89129 -2.77680 -0.005 -0.015 0.006 0.00
C -3.83364 -2.45214 -2.27902 -0.001 -0.003 -0.008 0.00
C -2.84086 -1.63597 -1.74929 0.025 -0.014 -0.023 0.00
H -0.82902 -1.89153 -3.35726 -0.021 -0.027 0.023 0.00
H -1.37718 -1.56613 -5.72738 -0.001 -0.001 -0.003 0.00
H -0.25912 0.22765 -7.02329 -0.004 0.002 -0.005 0.00
H 1.39972 1.69078 -5.91117 0.003 0.003 -0.006 0.00
H 1.92426 1.36528 -3.50974 0.000 0.004 0.002 0.00
H 2.86252 -2.16227 -2.87755 0.004 -0.001 -0.003 0.00
H 3.26597 -4.60471 -2.95254 0.004 -0.002 -0.002 0.00
H 1.86900 -6.12988 -1.58995 -0.002 -0.005 -0.003 0.00
H 0.06921 -5.19815 -0.15830 -0.004 -0.003 -0.003 0.00
H -0.30940 -2.75734 -0.08544 -0.004 -0.007 -0.020 0.00
H 0.20243 2.80146 -0.79160 0.007 -0.003 0.034 0.00
H 0.92589 4.63924 -2.27005 0.003 0.006 0.002 0.00
H -0.09725 4.89925 -4.51687 0.000 -0.001 -0.001 0.00
H -1.82546 3.29528 -5.26617 -0.002 -0.001 0.002 0.00
H -2.54444 1.47113 -3.79038 -0.041 -0.021 0.008 0.00
H -4.35963 1.35906 -2.06811 0.018 0.021 -0.018 0.00
H -6.09926 -0.07072 -3.07855 -0.001 0.000 -0.001 0.00
H -5.77450 -2.52318 -3.19253 0.000 -0.004 -0.003 0.00
H -3.69327 -3.52638 -2.29650 -0.003 -0.002 0.003 0.00
H -1.93339 -2.06714 -1.34566 -0.010 0.011 0.001 0.01
C 0.35196 -4.49316 2.81290 0.014 0.022 0.013 0.00
O -1.07050 -4.44418 2.71593 -0.026 0.019 0.037 0.00
C -1.68745 -3.43457 3.41582 0.020 -0.006 -0.063 -0.01
C -2.69285 -3.77404 4.29137 0.001 0.017 0.002 0.01
C -3.39956 -2.79078 4.99090 0.009 -0.021 -0.007 -0.01
C -3.06690 -1.47049 4.80382 0.008 0.033 -0.002 0.01
C -2.05187 -1.09224 3.91082 0.020 -0.076 0.003 0.01
C -1.75012 0.31365 3.78747 0.058 0.105 -0.056 0.07
N -0.90275 0.82962 2.97149 0.046 -0.249 0.163 0.01
N -0.73399 2.20466 3.08084 0.060 0.157 0.056 0.00
C 0.10093 2.60771 2.14860 -0.001 -0.070 -0.001 0.01
O 0.79114 1.83925 1.40088 -0.121 -0.029 -0.036 -0.04
C 0.29282 4.07491 1.98661 0.003 0.024 0.041 0.00
C 1.38987 4.53805 1.26704 -0.013 -0.024 -0.014 0.00
C 1.57621 5.90020 1.08510 0.012 0.020 -0.007 0.00
C 0.66292 6.80356 1.61178 0.002 0.000 0.005 0.00
C -0.44044 6.34122 2.31812 0.001 -0.012 -0.003 0.00
C -0.62745 4.98041 2.50510 0.022 0.018 0.013 0.00
C -1.34769 -2.07558 3.18062 -0.155 -0.063 -0.027 0.01
O -0.41567 -1.80478 2.31381 0.162 0.085 0.107 0.00
H 0.64063 -5.50228 2.51970 -0.002 0.003 -0.003 0.00
H 0.66803 -4.31713 3.84646 -0.001 -0.005 0.000 0.00
H 0.82547 -3.76138 2.16065 0.002 -0.006 0.013 0.00
H -2.92232 -4.82529 4.41495 -0.004 -0.004 0.001 0.00
H -4.19371 -3.07020 5.67019 0.000 0.000 0.005 0.00
H -3.59706 -0.69112 5.33940 -0.002 0.001 0.003 0.00
H -2.27993 1.00147 4.44514 0.009 0.004 -0.005 0.00
H 2.07121 3.81214 0.83958 0.005 -0.006 -0.002 0.00
H 2.42852 6.25777 0.52029 0.002 -0.001 -0.003 0.00
H 0.80265 7.86691 1.45978 0.001 0.005 -0.001 0.00
H -1.16524 7.04389 2.71010 -0.002 0.002 0.003 0.00
H -1.49006 4.59679 3.03167 -0.005 -0.003 0.003 0.00
C 4.74144 -1.95232 0.83196 -0.018 -0.043 -0.009 0.00
N 4.14587 -1.08267 1.84392 0.062 0.035 -0.092 0.00
C 4.86339 -0.18864 2.56103 -0.092 -0.019 0.037 0.00
C 4.27362 0.72027 3.36981 0.045 -0.030 -0.019 0.00
C 2.84318 0.73896 3.40189 -0.008 -0.017 -0.016 0.02
N 2.14879 -0.13839 2.69881 0.005 0.155 0.043 -0.01
C 2.76278 -1.03062 1.87564 -0.046 0.053 0.082 -0.02
O 2.08423 -1.75446 1.15839 -0.027 0.030 0.078 0.01
N 2.18572 1.62610 4.16018 0.067 -0.036 -0.026 0.00
H 5.81973 -1.96742 0.97705 0.003 0.017 -0.002 0.00
H 4.48055 -1.57383 -0.15768 -0.004 0.009 0.007 0.00
H 4.33393 -2.95538 0.93653 0.016 -0.003 0.009 0.00
H 5.93698 -0.24872 2.44518 0.003 0.006 0.003 0.00
H 4.86017 1.42427 3.93896 0.003 -0.001 0.000 0.00
H 2.69646 2.40211 4.54160 -0.006 0.001 0.004 0.00
H 1.18749 1.76013 4.01806 -0.021 -0.007 0.008 0.00
```
Positions in Å, forces in eV/Å.

## Properties
multiplicity: 3
relative energy (zero: lowest compared OMol25 entry of this formula, charge and spin): 57.9 kJ/mol
strongest force on any atom: 0.7 eV Å⁻¹
total charge: -1
calculated total energy: -128880.8501 eV
orbital gap (alpha / beta): 0.23261 / 0.23651 Eh
expectation value of S²: 2.0279


3.
C8H11ClNOP | the ωB97M-V functional and the def2-TZVPD basis

```
23
Properties=species:S:1:pos:R:3:forces:R:3:nbo_charge:R:1
C -2.62643 -0.94845 -1.14579 3.356 -0.578 -0.606 -0.39
N -1.83210 -0.53557 0.00125 -0.443 -2.757 -0.757 -0.84
C -1.64415 -1.62544 0.94093 0.287 -0.734 0.797 -0.41
P -1.18992 0.91641 -0.00411 -1.916 5.298 -6.125 2.00
O -1.73256 1.91286 -1.19034 2.019 -4.230 4.332 -1.04
Cl -1.85052 1.50266 1.69817 -0.361 1.462 2.812 -0.25
C 0.56515 0.93213 0.03149 0.858 -1.134 0.443 -0.49
C 1.33379 1.47841 1.04855 -2.941 0.080 1.028 -0.15
C 2.64839 1.25303 1.06123 2.591 1.965 0.644 -0.25
C 3.25173 0.48759 0.11100 4.458 -0.673 -0.417 -0.16
C 2.56956 -0.04796 -0.95610 0.990 -0.318 -0.050 -0.24
C 1.23494 0.17426 -0.94213 -3.166 -0.591 -3.072 -0.14
H -2.69139 -0.05027 -1.68918 -1.026 0.749 -1.295 0.25
H -2.01451 -1.70177 -1.71251 -0.538 0.551 0.105 0.17
H -3.48741 -1.44580 -0.85817 -2.059 -0.459 0.613 0.19
H -2.64834 -1.77318 1.47557 1.614 -0.017 -0.342 0.21
H -1.38366 -2.58790 0.37846 -0.404 1.266 0.645 0.20
H -0.77198 -1.44250 1.64832 -1.350 -0.089 -0.653 0.22
H 0.91589 1.96922 1.94954 -0.101 0.039 -1.061 0.23
H 3.20811 1.99788 1.66274 0.158 -1.362 0.163 0.22
H 4.42024 0.32986 0.15601 -2.466 0.462 -0.062 0.22
H 3.08348 -0.56632 -1.78688 -0.464 0.243 0.746 0.23
H 0.64170 -0.22913 -1.87805 0.904 0.827 2.111 0.22
```
Positions in Å, forces in eV/Å.

## Properties
relative energy (zero: lowest compared OMol25 entry of this formula, charge and spin): 81.8 kJ/mol
strongest force on any atom: 8.3 eV Å⁻¹
structure (SMILES): CN(C)[P@@](=O)(Cl)c1ccccc1
total charge: 0
calculated total energy: -33823.0485 eV
orbital gap: 0.36012 Eh


4.
C5H7N3 | the ωB97M-V functional and the def2-TZVPD basis

```
15
Properties=species:S:1:pos:R:3:forces:R:3:nbo_charge:R:1
C 0.25485 -1.56670 -1.47062 0.341 1.738 -0.492 -0.36
C -1.06870 -1.25345 -0.62760 -2.526 0.605 -2.498 -0.43
C -0.66572 -0.03588 0.09614 -2.961 1.043 1.736 0.02
N -1.27924 0.95843 0.90044 -0.070 -0.710 -0.911 -0.21
N -0.39533 1.81147 1.28427 1.134 -2.707 -1.584 -0.04
N 0.82360 1.30847 0.75808 -2.357 0.633 0.493 -0.38
C 0.62253 0.18740 0.02780 1.485 2.455 1.119 0.11
C 1.39447 -0.84523 -0.63018 -3.238 -3.028 2.371 -0.42
H 0.45585 -1.28048 -2.52465 -1.176 0.260 0.460 0.21
H 0.41792 -2.60526 -1.44872 0.220 -1.368 0.012 0.20
H -2.20497 -1.12062 -1.04842 3.005 -0.221 0.003 0.23
H -1.19520 -2.16699 -0.11075 -0.097 -0.675 1.541 0.21
H 1.56134 1.83360 1.09015 2.222 0.714 0.183 0.41
H 2.20420 -0.51422 -1.14109 2.705 0.352 -1.400 0.22
H 1.49310 -1.61145 0.21070 1.313 0.911 -1.034 0.22
```
Positions in Å, forces in eV/Å.

## Properties
relative energy (zero: lowest compared OMol25 entry of this formula, charge and spin): 313.5 kJ/mol
strongest force on any atom: 5.0 eV Å⁻¹
structure (SMILES): C1Cc2nn[nH]c2C1
total charge: 0
calculated total energy: -9766.1387 eV
orbital gap: 0.36238 Eh


5.
C4H5N3O | the ωB97M-V functional and the def2-TZVPD basis

```
13
Properties=species:S:1:pos:R:3:forces:R:3:nbo_charge:R:1
H -1.21373 1.33506 -1.66387 0.758 -1.420 -0.466 0.31
N -0.87249 0.36361 -1.92190 -0.126 -0.199 1.498 -0.61
C -0.24818 -0.18003 -0.90634 -0.925 0.634 -4.551 0.31
N 0.17556 -1.53719 -1.02987 0.392 -0.053 2.902 -0.43
C 0.83213 -2.01229 -0.01152 0.175 3.324 -1.730 0.40
O 1.46821 -1.15206 0.99884 -1.247 -2.493 -1.549 -0.48
C 0.88768 0.08570 1.14921 -0.590 -2.418 -2.692 0.19
C 0.04607 0.57205 0.23466 1.143 -0.735 4.209 -0.03
N -0.73199 1.66705 0.70272 -3.007 -2.119 -0.635 -0.77
H 1.01123 -3.07891 -0.07868 0.733 0.151 1.063 0.21
H 1.01746 0.42611 2.09912 0.595 1.369 2.294 0.20
H -0.61771 2.25005 -0.06882 -0.229 2.480 -1.275 0.35
H -1.75425 1.26084 0.49645 2.330 1.479 0.934 0.36
```
Positions in Å, forces in eV/Å.

## Properties
relative energy (zero: lowest compared OMol25 entry of this formula, charge and spin): 333.6 kJ/mol
strongest force on any atom: 4.7 eV Å⁻¹
structure (SMILES): [H]/N=c1/ncocc1N
total charge: 0
calculated total energy: -10744.1570 eV
orbital gap: 0.34539 Eh


6.
C4H6O2 | the ωB97M-V functional and the def2-TZVPD basis

```
12
Properties=species:S:1:pos:R:3:forces:R:3:nbo_charge:R:1
C -1.39251 0.01804 0.11890 -0.275 0.143 -0.022 -0.61
C -0.14976 0.94503 0.28574 -0.126 -0.126 0.019 -0.51
C 0.85033 -0.12714 0.51473 0.174 -0.048 0.286 0.49
O 1.05750 -0.66894 1.57903 0.349 0.302 -0.483 -0.50
C 1.44789 -0.72720 -0.74927 0.198 -0.078 -0.458 0.35
O 0.92848 -0.63434 -1.83496 0.409 -0.054 0.579 -0.48
H -1.28905 -0.51299 -0.83614 -0.166 0.268 0.199 0.23
H -2.32359 0.57527 0.12116 -0.101 0.070 -0.051 0.22
H -1.43693 -0.75730 0.89638 -0.016 0.462 -0.034 0.22
H 0.03695 1.48670 -0.64914 -0.039 -0.211 0.186 0.23
H -0.11721 1.66751 1.11293 -0.525 -0.463 -0.056 0.24
H 2.38791 -1.26464 -0.55935 0.117 -0.266 -0.167 0.13
```
Positions in Å, forces in eV/Å.

## Properties
relative energy (zero: lowest compared OMol25 entry of this formula, charge and spin): 122.4 kJ/mol
strongest force on any atom: 0.7 eV Å⁻¹
structure (SMILES): CCC(=O)C=O
total charge: 0
calculated total energy: -8339.1929 eV
orbital gap: 0.34290 Eh